Formula: C20H52AlB3O10S5
Source: OMol25
Level of theory: ωB97M-V/def2-TZVPD

Geometry as XYZ:
```
91
Properties=species:S:1:pos:R:3
Al -0.76628 -21.76964 -24.39756
B 1.23072 -22.64115 -26.72859
H 0.93195 -21.51358 -26.60569
H 2.21005 -22.63089 -27.32883
H 1.38200 -22.97557 -25.62728
H 0.42755 -23.29330 -27.25148
B -1.33100 -21.27877 -27.50054
H -0.41419 -20.74185 -26.98948
H -2.32550 -20.89656 -27.06733
H -1.22056 -21.12323 -28.63198
H -1.36362 -22.43147 -27.33090
B -1.55038 -24.76709 -25.03510
H -1.36779 -24.71311 -23.90549
H -2.12236 -23.78580 -25.27802
H -0.57105 -24.79806 -25.63659
H -2.21444 -25.64905 -25.36088
C 3.11248 -26.59956 -22.32528
C 2.35171 -26.79948 -23.62898
C 0.84751 -26.57615 -23.36284
S 0.81729 -25.22668 -22.18814
O -0.05234 -25.49430 -21.05042
O 0.71327 -23.94336 -22.85743
C 2.56593 -25.40765 -21.58128
H 4.16200 -26.45421 -22.59454
H 3.17867 -27.48792 -21.69478
H 2.56936 -27.81238 -23.96965
H 2.72117 -26.13582 -24.41253
H 0.56642 -27.54544 -22.94303
H 0.15028 -26.52106 -24.19612
H 2.46758 -25.49044 -20.50197
H 3.05550 -24.46723 -21.82790
C -0.63605 -27.08601 -29.89901
C -1.72192 -27.10826 -28.84368
C -1.66743 -25.75463 -28.11432
S -1.62249 -24.58360 -29.51826
O -0.58821 -23.60798 -29.25358
O -2.95252 -24.24668 -30.00720
C -0.75062 -25.78110 -30.69147
H -0.65093 -27.93227 -30.58658
H 0.36128 -27.10775 -29.45253
H -1.56398 -27.90991 -28.12167
H -2.72506 -27.28650 -29.23299
H -0.76014 -25.67815 -27.52098
H -2.50995 -25.48288 -27.48441
H 0.15713 -25.31813 -31.06937
H -1.37507 -25.92870 -31.57476
C -5.89635 -21.13136 -28.22256
C -5.13022 -22.45246 -28.47087
C -4.87371 -23.09000 -27.10574
S -4.97552 -21.74808 -25.80226
O -3.70730 -21.60150 -25.10786
O -6.20847 -21.94295 -25.07593
C -5.27111 -20.39702 -27.08022
H -6.93716 -21.43325 -28.09390
H -5.85160 -20.50037 -29.11192
H -4.23012 -22.27353 -29.05235
H -5.81265 -23.08352 -29.03713
H -3.87792 -23.52889 -27.16907
H -5.58626 -23.88802 -26.90988
H -4.27558 -20.06599 -27.38630
H -5.76821 -19.53429 -26.64344
C -1.15584 -30.49298 -25.31462
C -1.13648 -29.03660 -24.77031
C -2.53363 -28.52861 -24.40273
S -3.68914 -29.35611 -25.50556
O -3.73286 -28.81216 -26.86539
O -4.88360 -29.66134 -24.76397
C -2.61786 -30.85517 -25.61835
H -0.74724 -31.22132 -24.61990
H -0.66033 -30.54239 -26.28288
H -0.71080 -28.37848 -25.52683
H -0.51674 -29.08515 -23.87759
H -2.67629 -27.45470 -24.51792
H -2.82155 -29.02219 -23.47458
H -2.92690 -31.37832 -26.52150
H -3.11525 -31.41751 -24.82229
C -5.00092 -25.38905 -23.17701
C -4.37789 -26.29721 -22.11069
C -3.05325 -25.70290 -21.61249
S -3.43505 -23.84559 -21.53654
O -2.50209 -23.04127 -22.28236
O -3.77429 -23.46846 -20.17073
C -4.98666 -24.01665 -22.49496
H -5.94873 -25.83484 -23.47273
H -4.36983 -25.33138 -24.06729
H -4.30148 -27.28638 -22.56093
H -5.05070 -26.29098 -21.25092
H -2.20311 -25.81554 -22.28158
H -2.72777 -26.03326 -20.62926
H -4.94256 -23.15252 -23.15775
H -5.83203 -23.87794 -21.82258
```

* Kohn-Sham gap: 4.2 eV
* calculated total energy: -104846.3246 eV
* LUMO energy: -4.9 eV
* HOMO: -9.18 eV